This record from the OMol25 dataset describes a gas-phase ion, C3H12NOP2 (charge +1) in a non-equilibrium geometry. The level of theory is ωB97M-V/def2-TZVPD.

Structure (ORCA input):
```
! RIJCOSX wB97M-V def2-TZVPD def2/J DEFGRID3
* xyz 1 1
P 0.363 2.433 1.392
P -1.003 1.289 -1.194
O 1.488 0.625 -0.347
N 0.387 -1.627 -1.342
C -0.257 -0.642 0.959
C 0.199 0.961 0.181
C -0.624 -1.672 -0.044
H -1.635 -1.478 -0.531
H 1.093 -2.403 -1.315
H -0.911 -0.487 1.827
H -0.634 2.519 -1.503
H 1.331 1.762 1.995
H 2.106 1.269 -0.277
H 0.710 -0.874 1.449
H -2.184 1.414 -0.510
H -0.722 2.042 2.121
H -0.175 -1.627 -2.209
H 0.962 -0.779 -1.115
H -0.495 -2.725 0.463
*
```

Summary:
SMILES: [NH3+]CCC(O)(P)P
Molar mass: 140.083 u
ΔE to the lowest compared entry with this formula, charge and spin: 1.818 eV

=====

This record from the OMol25 dataset describes a molecular structure, C12H21F9O19PS3Zn. The level of theory is ωB97M-V/def2-TZVPD.

Structure (ORCA input):
```
! RIJCOSX wB97M-V def2-TZVPD def2/J DEFGRID3
* xyz -1 1
Zn 9.120 -8.544 7.687
S 10.238 -8.430 4.537
S 7.592 -11.603 8.119
S 6.639 -6.144 7.546
P 9.182 -8.631 11.243
F 6.445 -11.032 10.408
F 4.660 -7.721 6.858
F 9.335 -10.761 3.750
F 5.800 -6.910 5.202
F 4.416 -5.646 6.288
F 5.273 -10.507 8.660
F 8.066 -9.087 3.202
F 9.912 -9.445 2.124
F 5.441 -12.584 9.262
O 8.808 -10.067 11.725
O 10.654 -5.501 9.473
O 8.478 -12.409 8.937
O 7.501 -7.314 7.540
O 8.041 -10.216 7.996
O 10.855 -9.707 7.887
O 9.365 -8.558 5.704
O 9.109 -8.400 9.807
O 10.388 -6.898 7.806
O 10.661 -4.711 7.422
O 11.520 -9.074 4.692
O 7.218 -4.985 6.915
O 12.162 -11.362 7.150
O 8.241 -7.760 12.129
O 10.656 -8.382 11.773
O 5.976 -5.897 8.797
O 13.022 -9.854 8.409
O 10.233 -7.125 3.939
O 7.106 -12.182 6.907
C 12.893 -8.611 9.129
C 5.297 -6.644 6.414
C 9.333 -9.485 3.330
C 6.100 -11.414 9.171
C 10.339 -4.852 6.030
C 9.557 -11.129 11.123
C 10.554 -5.765 8.180
C 7.926 -6.416 11.741
C 10.951 -4.182 9.928
C 11.004 -11.952 6.500
C 11.004 -8.644 13.132
C 11.924 -10.264 7.811
H 11.505 -4.285 10.862
H 10.322 -12.318 7.265
H 10.478 -11.208 5.908
H 11.923 -8.553 9.619
H 10.293 -11.496 11.843
H 8.896 -11.921 10.790
H 13.693 -8.595 9.861
H 12.007 -9.075 13.129
H 8.742 -5.728 12.001
H 10.295 -9.297 13.632
H 11.182 -5.277 5.496
H 11.102 -7.690 13.655
H 10.103 -10.786 10.239
H 11.422 -12.726 5.871
H 7.700 -6.364 10.684
H 10.107 -3.864 5.646
H 11.584 -3.622 9.244
H 10.021 -3.650 10.127
H 12.987 -7.776 8.436
H 9.457 -5.475 5.922
H 7.089 -6.086 12.351
*
```

Summary:
Molar mass: 832.828 u
ΔE to the lowest compared entry with this formula, charge and spin: 0.000 eV